Record 1
144
Properties=species:S:1:pos:R:3:mulliken_charge:R:1 method="wB97M-V/def2-TZVPD" s_squared=0.751 charge=-1 homo_energy_ev="0.92 / -7.18" gap_ev="1.31 / 9.38" multiplicity=2
O -14.386 6.316 27.819 -0.51
O -15.550 2.203 25.797 0.12
O -14.468 -3.679 15.687 -0.14
O -15.469 4.549 21.357 0.53
O -8.472 5.742 21.098 -0.40
O -10.795 0.262 26.581 -0.40
O -14.387 2.778 16.217 0.25
O -17.017 7.245 23.734 -0.04
O -18.969 6.191 20.029 -0.01
O -15.970 -4.049 19.684 -0.29
N -16.773 -3.155 17.181 -0.63
N -14.732 3.736 29.203 -0.60
N -18.519 -2.160 21.487 -0.88
N -18.588 3.405 21.371 -0.51
N -13.184 6.194 15.904 -0.64
N -13.465 1.672 22.176 -0.17
C -17.325 -2.227 20.656 1.77
C -14.460 2.041 19.901 0.05
C -18.973 3.708 20.035 0.39
C -12.344 1.621 25.397 -0.76
C -13.743 6.711 26.616 0.15
C -14.615 2.887 28.034 0.90
C -16.677 8.362 22.968 -0.85
C -16.744 1.913 25.049 -1.09
C -14.349 6.132 25.433 -0.34
C -18.631 7.397 19.397 -1.22
C -9.176 7.358 22.870 -1.40
C -9.417 5.998 22.125 0.59
C -16.167 -0.772 17.556 -1.28
C -13.290 -4.316 15.380 -1.01
C -11.227 1.513 26.444 0.59
C -14.458 -2.603 16.520 -0.68
C -10.809 5.730 21.500 -1.02
C -14.396 4.208 16.133 -0.92
C -14.520 5.583 20.970 -1.04
C -18.353 4.961 19.512 -0.32
C -14.210 2.022 14.956 -0.83
C -15.787 3.005 27.029 -0.87
C -17.180 -3.721 20.369 -1.05
C -10.027 2.382 26.104 -1.32
C -14.947 3.449 22.035 0.71
C -15.920 -2.081 16.679 0.44
C -15.878 -5.440 19.333 -1.01
C -14.419 1.426 28.376 -1.83
C -13.016 4.790 16.009 0.63
C -13.958 2.643 21.218 0.71
C -16.143 -1.592 21.546 -1.40
C -20.463 3.767 19.994 -1.70
C -12.114 4.605 17.172 -1.45
C -12.228 6.420 26.666 -0.75
H -13.548 1.663 19.438 0.53
H -16.955 2.781 24.424 0.32
H -15.776 2.769 22.233 0.07
H -14.858 4.638 17.022 0.09
H -10.356 3.421 26.077 0.16
H -13.133 3.307 20.962 -0.71
H -11.580 5.818 22.265 0.20
H -13.598 6.514 15.040 0.33
H -18.601 2.872 19.443 0.22
H -13.840 -1.784 16.152 0.34
H -11.104 6.358 20.659 0.34
H -17.149 -0.436 17.888 0.46
H -11.755 6.907 25.812 0.16
H -9.329 5.194 22.856 0.01
H -10.875 4.807 20.924 0.21
H -8.276 6.564 20.643 0.33
H -17.624 1.648 25.635 0.40
H -12.497 5.122 18.051 0.11
H -13.997 3.588 29.880 0.23
H -18.029 -4.015 19.750 0.34
H -12.756 -3.688 14.667 0.35
H -13.352 2.298 14.343 0.42
H -16.167 9.136 23.541 0.37
H -20.992 3.936 19.056 0.36
H -16.624 2.650 27.630 0.50
H -15.112 2.125 14.354 0.30
H -15.429 6.266 25.363 0.23
H -13.684 5.451 20.283 0.13
H -15.955 8.082 22.202 0.11
H -15.155 1.247 20.175 -0.88
H -18.352 5.034 18.425 0.58
H -16.087 -1.885 15.620 0.40
H -16.695 1.098 24.326 0.08
H -17.545 7.428 19.316 0.29
H -16.453 -1.592 22.591 0.51
H -14.066 -2.791 17.520 0.30
H -18.638 -1.195 21.758 0.25
H -14.272 0.805 27.493 0.36
H -16.766 -5.894 18.893 0.35
H -19.374 -2.291 20.965 0.29
H -15.954 0.048 16.870 0.24
H -14.135 5.994 21.903 0.05
H -15.499 -0.674 18.412 0.16
H -12.055 1.103 24.482 0.63
H -17.188 -4.263 21.314 0.40
H -15.521 3.381 29.723 0.28
H -14.148 0.980 15.272 -0.06
H -15.274 0.898 28.799 0.44
H -8.137 7.560 23.131 0.42
H -12.003 5.361 26.790 -0.12
H -14.954 2.740 19.226 0.24
H -14.508 5.383 28.010 0.25
H -18.979 8.245 19.986 0.24
H -13.486 1.235 28.906 0.39
H -12.829 -4.678 16.299 0.33
H -11.704 6.873 27.508 0.45
H -12.439 2.664 25.097 0.10
H -14.277 1.415 22.719 0.10
H -12.227 6.515 15.863 0.35
H -13.513 -5.219 14.812 0.26
H -17.461 8.791 22.344 0.27
H -9.847 7.448 23.724 0.17
H -11.762 1.820 27.342 -0.07
H -14.979 4.552 15.279 0.38
H -14.099 5.086 25.256 -0.37
H -19.053 7.436 18.392 0.33
H -16.710 -3.968 16.584 0.39
H -13.674 3.237 27.611 -0.12
H -11.146 5.021 16.890 0.61
H -17.285 -1.608 19.760 -0.49
H -15.952 -0.587 21.169 0.01
H -13.982 6.750 24.614 0.40
H -20.800 4.414 20.805 0.31
H -13.226 1.136 25.816 -0.09
H -13.858 7.794 26.591 0.33
H -14.511 3.791 22.974 -0.33
H -10.342 0.194 27.425 0.38
H -11.919 3.566 17.438 0.33
H -17.585 3.528 21.396 -0.06
H -17.283 4.982 19.720 -0.18
H -16.145 3.997 26.754 0.36
H -12.498 4.367 15.148 -0.11
H -18.953 4.197 21.880 0.29
H -15.462 -5.939 20.207 0.33
H -9.606 2.262 25.106 0.28
H -13.220 0.879 21.600 0.35
H -15.164 6.291 20.448 0.08
H -20.934 2.899 20.456 0.51
H -15.064 -5.493 18.610 0.23
H -9.266 2.163 26.854 0.42
H -15.187 -2.093 21.388 0.32
H -9.529 8.232 22.323 0.42
H -16.282 -3.455 18.011 0.20
H -17.892 6.964 23.454 0.16

---

Record 2
16
Properties=species:S:1:pos:R:3:nbo_charge:R:1 method="wB97M-V/def2-TZVPD" charge=0 homo_energy_ev=-8.62 gap_ev=9.57 relative_energy_kj_mol=151.51 multiplicity=1
S -1.726 -2.427 -0.983 0.18
N 2.800 3.482 1.152 -0.87
C 3.909 4.493 0.852 -0.42
C -1.763 -4.190 -1.455 -0.75
C -3.359 -2.240 -0.068 -0.76
H -4.112 -3.016 0.302 0.24
H 4.445 4.058 -0.005 0.20
H -2.666 -4.740 -0.918 0.22
H 2.317 3.041 0.386 0.36
H 3.567 5.560 0.598 0.17
H -3.083 -1.621 0.828 0.22
H -2.001 -4.428 -2.471 0.22
H 4.546 4.490 1.779 0.20
H -4.039 -1.597 -0.703 0.22
H -0.887 -4.704 -1.096 0.22
H 2.053 3.840 1.801 0.35